Arrangement i

Molecular formula: C5H11N2O
Method: DFT, the ωB97M-V functional and the def2-TZVPD basis

Net charge: +1
Frontier orbital gap: 9.2 eV

Element x y z (Å)
C (-0.618, -1.285, -0.518)
C (-1.778, -0.828, 0.448)
C (0.570, -0.367, -0.586)
C (0.271, 0.988, -0.060)
C (1.359, 1.925, 0.027)
N (-1.950, 0.568, 0.150)
N (1.783, -0.881, 0.236)
O (-0.884, 1.420, 0.185)
H (-0.370, -2.354, -0.373)
H (-0.896, -1.402, -1.626)
H (-2.694, -1.323, 0.502)
H (-1.323, -0.877, 1.434)
H (0.874, -0.126, -1.617)
H (1.278, 2.655, 0.873)
H (1.555, 2.517, -0.878)
H (2.153, 1.239, 0.243)
H (-2.860, 1.039, 0.468)
H (2.018, -1.924, -0.084)
H (1.514, -0.984, 1.176)


Arrangement ii

Molecular formula: C5H11N2O
Method: DFT, the ωB97M-V functional and the def2-TZVPD basis

Net charge: +1
Frontier orbital gap: 9.9 eV

Element x y z (Å)
C (-0.553, -0.981, -1.673)
C (0.145, -0.735, -0.597)
C (-0.654, 1.591, 0.620)
C (1.602, -0.863, -0.583)
C (-0.629, -0.348, 0.574)
N (-0.982, 2.077, -0.534)
N (0.078, -0.548, 1.838)
O (-0.454, 2.039, 1.699)
H (-1.556, -0.856, -1.812)
H (0.095, -1.374, -2.606)
H (1.974, -0.060, 0.061)
H (1.788, -1.794, -0.131)
H (2.085, -0.620, -1.586)
H (-1.621, -0.569, 0.452)
H (-1.380, 1.545, -1.227)
H (-1.025, 3.113, -0.707)
H (0.062, -1.493, 2.271)
H (-0.049, 0.296, 2.435)
H (1.073, -0.420, 1.505)


Tell me which of them is the most stable. Sure, it is arrangement ii.


Arrangement i

Molecular formula: C4H8O2S
Method: DFT, the ωB97M-V functional and the def2-TZVPD basis

Net charge: 0
Frontier orbital gap (spin up / spin down): 8.1 / 8.1 eV

Element x y z (Å)
C (0.718, -0.590, 0.651)
C (0.401, -1.925, 0.112)
C (-1.252, 1.305, -0.607)
C (-1.111, 0.687, 0.736)
O (1.958, 1.709, 0.217)
O (3.031, -0.374, -0.585)
S (1.832, 0.338, -0.202)
H (0.169, -2.587, 0.948)
H (-0.461, -1.931, -0.559)
H (1.268, -2.329, -0.415)
H (-1.339, 0.556, -1.392)
H (-2.166, 1.904, -0.624)
H (-0.420, 1.972, -0.824)
H (-0.806, 1.339, 1.537)
H (-1.823, -0.075, 1.007)


Arrangement ii

Molecular formula: C4H8O2S
Method: DFT, the ωB97M-V functional and the def2-TZVPD basis

SMILES: OC[C@@H]1OCCS1
Net charge: 0
Frontier orbital gap: 9.2 eV

Element x y z (Å)
C (1.794, 0.179, -0.312)
C (0.421, -0.080, -0.790)
C (-1.707, -0.083, 0.768)
C (-1.048, 1.355, 0.388)
H (2.982, 0.384, 1.276)
H (1.998, 1.218, -0.669)
H (2.508, -0.484, -0.901)
H (0.740, 0.008, -1.893)
H (-1.537, -0.404, 1.868)
H (-2.760, -0.081, 0.440)
H (-1.967, 1.935, 0.367)
H (-0.496, 1.753, 1.312)
O (1.939, -0.165, 1.095)
O (-0.398, 1.216, -0.889)
S (-0.660, -1.310, -0.236)


Arrangement iii

Molecular formula: C4H8O2S
Method: DFT, the ωB97M-V functional and the def2-TZVPD basis

SMILES: O=C(O)CCCS
Net charge: 0
Frontier orbital gap: 9.9 eV

Element x y z (Å)
O (1.871, 1.007, 1.334)
C (0.833, 1.527, 1.033)
O (0.246, 2.487, 1.773)
C (-0.054, 1.019, -0.113)
C (-0.479, -0.440, 0.044)
C (-0.305, -1.256, -1.280)
S (-0.762, -2.974, -1.051)
H (0.477, 2.410, 2.709)
H (0.478, 1.195, -1.053)
H (-0.870, 1.738, -0.010)
H (-0.233, -1.010, 0.888)
H (-1.565, -0.317, 0.086)
H (0.772, -1.190, -1.452)
H (-0.864, -0.695, -2.019)
H (0.457, -3.499, -0.890)


Tell me which of them is the most stable. Sure, it is arrangement iii.


Arrangement i

Molecular formula: C3H8S2
Method: DFT, the ωB97M-V functional and the def2-TZVPD basis

<S²>: 0.759
Net charge: +1
Frontier orbital gap (spin up / spin down): 4.0 / 4.0 eV
2S+1: 2

Element x y z (Å)
C (-0.157, -1.231, 1.233)
C (1.286, -1.190, 0.701)
S (1.581, 0.018, -0.492)
S (-2.198, 1.050, -0.702)
C (-0.845, 1.837, -1.591)
H (-0.779, -1.685, 0.447)
H (-0.546, -0.226, 1.290)
H (-0.310, -1.749, 2.175)
H (1.796, -2.149, 0.558)
H (1.827, -0.732, 1.581)
H (-0.145, 2.178, -0.806)
H (-0.293, 1.180, -2.259)
H (-1.219, 2.699, -2.132)


Arrangement ii

Molecular formula: C3H8S2
Method: DFT, the ωB97M-V functional and the def2-TZVPD basis

<S²>: 0.756
Net charge: +1
Frontier orbital gap (spin up / spin down): 8.6 / 6.6 eV
2S+1: 2

Element x y z (Å)
C (0.553, 0.601, -0.385)
C (-0.792, 1.381, -0.003)
C (0.163, -0.768, -0.872)
S (-0.810, -1.711, 0.361)
S (0.741, -1.460, 2.121)
H (1.036, 0.855, 0.560)
H (1.110, 1.149, -1.144)
H (-0.378, 2.380, 0.123)
H (-1.711, 1.580, -0.545)
H (-1.093, 0.905, 0.931)
H (0.984, -1.411, -1.218)
H (-0.592, -0.746, -1.669)
H (0.789, -2.755, 1.739)


Tell me which of them is the most stable. Sure, it is arrangement ii.


Arrangement i

Molecular formula: C21H27ClN2O5
Method: DFT, the ωB97M-V functional and the def2-TZVPD basis

SMILES: CCCc1cc(=O)oc2cc(OCC(=O)NCCCN3CCOCC3)c(Cl)cc12
Net charge: 0
Frontier orbital gap: 8.6 eV

Element x y z (Å)
C (-6.238, -0.964, -0.201)
C (-5.317, -0.300, -1.219)
H (-5.708, -0.488, -2.221)
H (-5.310, 0.781, -1.075)
C (-3.893, -0.850, -1.158)
C (-3.087, -0.478, 0.054)
C (-3.461, 0.470, 0.942)
C (-2.678, 0.818, 2.110)
O (-2.989, 1.639, 2.934)
O (-1.494, 0.143, 2.284)
C (-1.076, -0.788, 1.409)
C (0.157, -1.381, 1.685)
C (0.668, -2.355, 0.846)
C (-0.071, -2.700, -0.304)
C (-1.281, -2.115, -0.581)
C (-1.824, -1.148, 0.276)
H (-1.803, -2.406, -1.476)
Cl (0.591, -3.877, -1.380)
O (1.829, -3.022, 1.031)
C (2.639, -2.664, 2.133)
C (3.291, -1.284, 1.931)
O (3.340, -0.449, 2.806)
N (3.789, -1.135, 0.695)
H (3.710, -1.897, 0.039)
C (4.397, 0.093, 0.232)
C (4.180, 0.287, -1.264)
C (2.700, 0.426, -1.630)
N (2.024, 1.436, -0.840)
C (0.580, 1.339, -0.964)
C (-0.075, 2.340, -0.012)
O (0.329, 3.654, -0.309)
C (1.728, 3.764, -0.210)
C (2.434, 2.794, -1.160)
H (3.511, 2.892, -1.028)
H (2.177, 3.053, -2.203)
H (1.974, 4.797, -0.462)
H (2.048, 3.550, 0.821)
H (-1.161, 2.320, -0.116)
H (0.201, 2.086, 1.022)
H (0.269, 0.325, -0.704)
H (0.249, 1.556, -1.997)
H (2.617, 0.629, -2.714)
H (2.193, -0.523, -1.433)
H (4.733, 1.171, -1.581)
H (4.589, -0.567, -1.810)
H (5.472, 0.076, 0.450)
H (3.939, 0.910, 0.794)
H (3.419, -3.430, 2.178)
H (2.079, -2.675, 3.073)
H (0.687, -1.038, 2.558)
H (-4.376, 1.029, 0.844)
H (-3.946, -1.940, -1.213)
H (-3.337, -0.505, -2.036)
H (-7.238, -0.541, -0.264)
H (-5.869, -0.825, 0.812)
H (-6.307, -2.032, -0.395)


Arrangement ii

Molecular formula: C21H27ClN2O5
Method: DFT, the ωB97M-V functional and the def2-TZVPD basis

SMILES: COc1c(C)cc(C(=O)NCCCOCCNC(=O)C#C[C@H]2CCOC2)cc1Cl
Net charge: 0
Frontier orbital gap: 9.8 eV

Element x y z (Å)
C (-7.615, 1.654, 2.680)
O (-7.022, 0.460, 2.171)
C (-5.655, 0.485, 2.167)
C (-4.975, 0.839, 0.999)
C (-5.748, 1.231, -0.228)
C (-3.588, 0.810, 1.007)
C (-2.874, 0.453, 2.144)
C (-1.376, 0.454, 2.045)
O (-0.807, 0.363, 0.971)
N (-0.695, 0.614, 3.209)
C (0.758, 0.656, 3.214)
C (1.380, -0.736, 3.179)
C (2.892, -0.683, 3.173)
O (3.312, 0.013, 2.017)
C (4.714, 0.034, 1.852)
C (4.998, 0.704, 0.529)
N (4.388, -0.039, -0.561)
C (4.993, -0.081, -1.786)
O (6.194, -0.015, -1.952)
C (4.068, -0.327, -2.892)
C (3.316, -0.526, -3.806)
C (2.420, -0.767, -4.926)
C (3.116, -0.895, -6.291)
C (2.094, -1.686, -7.109)
O (1.215, -2.326, -6.176)
C (1.692, -2.113, -4.861)
C (-3.556, 0.086, 3.296)
C (-4.939, 0.101, 3.297)
Cl (-5.797, -0.393, 4.722)
H (-8.690, 1.506, 2.628)
H (-7.317, 1.826, 3.715)
H (-7.332, 2.516, 2.071)
H (-5.106, 1.189, -1.107)
H (-6.604, 0.576, -0.377)
H (-6.129, 2.251, -0.146)
H (-3.031, 1.057, 0.112)
H (-1.200, 0.812, 4.053)
H (1.084, 1.220, 2.342)
H (1.077, 1.193, 4.110)
H (1.050, -1.310, 4.048)
H (1.032, -1.254, 2.284)
H (3.270, -0.171, 4.070)
H (3.311, -1.697, 3.170)
H (5.192, 0.588, 2.671)
H (5.108, -0.990, 1.848)
H (4.611, 1.727, 0.556)
H (6.070, 0.737, 0.341)
H (3.379, -0.040, -0.571)
H (1.671, 0.028, -4.967)
H (3.358, 0.069, -6.733)
H (4.042, -1.455, -6.163)
H (1.487, -1.043, -7.748)
H (2.569, -2.441, -7.739)
H (2.396, -2.897, -4.555)
H (0.840, -2.113, -4.183)
H (-3.042, -0.255, 4.185)


Tell me which of them is the most stable. Sure, it is arrangement i.